No. 1
The following is a DFT calculation (ωB97M-V/def2-TZVPD) of a cluster of 6 separate species, H12O6 in total.

Geometry (Å):
O: 3.129 -0.876 0.366
O: -1.576 2.309 -1.160
O: -2.040 -1.803 0.680
O: 0.111 0.062 0.303
O: -0.418 -3.667 1.887
O: 1.732 2.946 -1.431
H: -0.318 0.702 -0.265
H: -2.661 -1.816 -0.048
H: -2.563 -1.541 1.438
H: -0.545 -0.624 0.429
H: -1.066 -3.025 1.596
H: -0.874 2.364 -1.808
H: 3.618 -0.638 -0.421
H: 2.298 -0.408 0.283
H: 1.380 3.102 -0.555
H: -2.377 2.234 -1.679
H: 0.323 -3.141 2.187
H: 1.847 3.821 -1.802

Forces on the atoms, in the same order (eV/Å):
O 0.3 -0.2 0.2
O 0.0 -0.1 0.3
O -0.1 0.2 0.0
O 0.7 0.2 0.1
O 0.1 -0.4 0.3
O -0.2 -0.3 -0.2
H -0.2 0.3 -0.1
H -0.1 -0.1 -0.3
H -0.2 0.2 0.3
H -0.3 -0.4 0.0
H -0.1 0.0 -0.4
H 0.4 0.1 -0.3
H 0.1 0.0 -0.2
H -0.6 0.2 0.0
H -0.1 0.0 0.4
H -0.3 0.0 -0.1
H 0.3 0.0 0.0
H 0.1 0.2 -0.1

Output
- Structure (SMILES): O.O.O.O.O.O
- Total charge: 0
- ΔE to the lowest compared entry with this formula, charge and spin: 1.2039 eV
- HOMO level: -10.652 eV
- Orbital gap: 10.76 eV
- DFT total energy: -458.62823 hartree
- LUMO energy: 0.1 eV

No. 2
The following is a DFT calculation (ωB97M-V/def2-TZVPD) of a structure of composition C7H10N2.

Geometry (Å):
N: 1.575 0.598 0.694
N: 2.175 -0.397 -0.249
C: 0.351 0.466 0.048
C: -2.263 0.494 0.199
C: -0.876 0.718 0.809
C: 0.531 -0.782 -2.306
C: 0.920 -0.340 -0.919
C: 1.614 0.658 2.083
C: -0.676 0.862 2.113
H: 1.101 -1.740 -2.469
H: 0.718 0.017 -3.118
H: -1.355 1.046 2.883
H: 1.692 -0.198 2.670
H: 3.049 -0.009 -0.719
H: -2.342 0.174 -0.774
H: -2.710 1.595 0.280
H: -2.865 -0.258 0.846
H: 2.060 1.519 2.508
H: -0.543 -0.943 -2.152

Forces on the atoms, in the same order (eV/Å):
N 1.2 1.0 -0.4
N 0.5 0.8 0.5
C 0.2 -1.3 -1.1
C -1.2 2.5 4.0
C 0.2 -1.5 -0.2
C 0.9 0.3 0.7
C -1.0 1.0 -0.8
C -3.8 0.7 -0.1
C 4.0 0.1 -1.8
H -0.9 0.9 -0.5
H -0.2 -1.4 1.2
H -0.7 0.2 1.3
H 0.4 -1.7 0.7
H -1.6 -0.4 0.6
H 0.4 -0.6 -2.3
H 0.2 -2.5 -0.3
H 0.9 1.5 -1.0
H 0.2 0.8 0.3
H 0.2 -0.3 -0.9

Output
- Total charge: 0
- ΔE to the lowest compared entry with this formula, charge and spin: 7.1039 eV
- HOMO level: -7.319 eV
- Orbital gap: 7.95 eV
- DFT total energy: -381.99110 hartree
- LUMO energy: 0.6 eV

No. 3
The following is a DFT calculation (ωB97M-V/def2-TZVPD) of a cluster of 3 separate species, C38H40BO4P in total.

Geometry (Å):
P: -4.464 1.090 -0.105
O: -1.298 4.521 8.989
O: -0.765 -4.990 -4.177
O: 2.522 -5.613 -8.337
O: 1.973 3.993 4.802
C: -0.252 -6.208 -6.119
C: -1.554 -8.088 -6.867
C: 2.874 -1.112 0.471
C: -1.322 -7.082 -5.942
C: 1.962 -4.348 -6.438
C: -0.399 1.500 0.005
C: -0.159 2.197 4.994
C: 0.442 1.803 -1.268
C: 0.696 6.451 8.674
C: 0.531 5.385 7.795
C: 2.321 -2.219 -4.684
C: 1.733 7.352 8.484
C: 3.208 -2.411 -5.739
C: -0.720 -8.227 -7.973
C: -1.827 2.433 7.210
C: 2.403 -1.552 -0.955
C: 0.596 -6.359 -7.217
C: -1.216 1.316 5.165
C: 1.087 -4.170 -5.366
C: 1.145 -0.737 -1.434
C: -0.775 3.328 7.034
C: -2.046 1.429 6.277
C: 1.563 0.760 -1.579
C: -2.218 2.395 1.646
C: 0.355 -7.368 -8.146
C: -4.764 -0.761 -0.406
C: 2.617 7.186 7.421
C: 1.211 4.129 5.741
C: 1.266 -3.100 -4.493
C: 1.757 -5.455 -7.405
C: 3.030 -3.472 -6.615
C: -0.572 4.418 8.019
C: 2.452 6.129 6.538
C: -3.665 1.665 -1.710
C: 1.402 5.232 6.715
C: -0.035 -5.114 -5.141
C: 0.069 3.202 5.929
C: -1.268 2.717 0.451
B: -3.296 1.236 1.376
H: -2.389 -8.764 -6.730
H: 3.137 6.005 5.709
H: -1.052 0.627 -0.243
H: -0.908 -9.008 -8.699
H: 1.004 -7.481 -9.005
H: -1.561 2.039 2.487
H: 2.118 -2.625 -0.881
H: -5.850 -0.930 -0.530
H: -2.667 3.344 2.020
H: -4.200 -1.074 -1.308
H: 0.201 1.183 0.882
H: -1.394 0.537 4.433
H: -3.393 0.377 2.204
H: -4.400 -1.379 0.434
H: 2.462 1.041 -1.000
H: -4.084 1.093 -2.562
H: 3.907 -0.707 0.433
H: 0.770 -1.087 -2.413
H: 2.868 -1.924 1.217
H: 1.856 8.185 9.165
H: -0.245 2.000 -2.115
H: -1.772 3.204 -0.409
H: 0.487 2.104 4.129
H: 1.839 0.907 -2.649
H: 3.718 -3.615 -7.438
H: 3.228 -1.498 -1.688
H: -1.975 -6.973 -5.086
H: 0.014 6.580 9.505
H: 0.959 2.774 -1.078
H: 0.364 -0.931 -0.678
H: 3.431 7.885 7.279
H: 2.455 -1.384 -4.008
H: -2.569 1.519 -1.733
H: -2.867 0.737 6.414
H: -3.934 2.725 -1.890
H: 2.239 -0.291 0.873
H: -0.539 3.479 0.818
H: 4.037 -1.729 -5.881
H: 0.581 -2.953 -3.669
H: -2.477 2.522 8.071

Forces on the atoms, in the same order (eV/Å):
P 0.4 -0.7 -0.1
O 0.1 0.0 -0.1
O 0.1 0.0 -0.1
O -0.1 0.0 0.1
O -0.1 0.0 0.1
C 0.0 -0.2 -0.2
C 0.1 0.1 0.0
C 0.3 0.6 -0.2
C -0.1 -0.2 -0.1
C 0.0 0.2 0.2
C -0.8 -0.1 -0.5
C -0.1 -0.2 0.0
C 0.5 0.6 0.9
C 0.1 0.2 0.0
C 0.2 0.1 -0.1
C 0.0 -0.1 -0.1
C 0.0 -0.1 -0.1
C -0.1 -0.1 0.0
C 0.1 0.1 0.1
C -0.1 -0.1 -0.1
C -0.8 -0.6 0.3
C -0.2 -0.1 0.0
C 0.1 0.1 0.1
C 0.2 0.1 -0.1
C 1.4 0.1 0.4
C 0.0 -0.2 -0.2
C 0.1 0.1 0.0
C -1.0 0.3 -0.8
C 0.4 -0.3 0.0
C -0.1 -0.2 0.0
C 0.2 0.3 0.0
C -0.1 -0.1 0.0
C 0.4 -0.1 -0.5
C 0.1 0.2 0.0
C 0.4 -0.1 -0.5
C 0.1 0.2 0.1
C -0.4 0.1 0.5
C 0.1 0.2 0.1
C -0.1 0.0 -0.2
C 0.0 0.2 0.2
C -0.4 0.1 0.5
C -0.2 -0.1 0.0
C 0.8 0.3 0.3
B 0.5 0.4 -0.5
H 0.0 0.0 0.0
H -0.1 -0.1 0.0
H 0.2 0.5 0.3
H 0.0 0.0 0.0
H 0.1 0.1 0.1
H -0.6 0.4 -0.6
H 0.2 0.6 -0.3
H 0.7 0.0 -0.1
H 0.1 -0.6 -0.2
H -0.5 0.2 0.4
H 0.0 0.2 -0.5
H 0.0 0.0 0.0
H -0.3 0.0 0.0
H -0.2 0.4 -0.3
H -0.5 -0.4 0.0
H 0.1 0.2 0.6
H -0.6 -0.2 0.1
H 0.1 0.0 0.5
H -0.1 0.2 -0.5
H 0.0 0.0 0.0
H 0.3 -0.4 0.3
H 0.1 -0.5 0.4
H 0.1 0.1 0.1
H 0.0 0.0 0.6
H -0.1 -0.1 0.0
H -0.3 0.1 0.3
H 0.1 0.1 0.0
H 0.0 -0.1 -0.1
H -0.3 -0.5 -0.3
H 0.2 0.4 -0.4
H 0.0 0.0 0.0
H 0.0 0.0 0.0
H -0.6 0.2 0.1
H 0.0 0.0 0.0
H 0.4 -0.5 0.2
H 0.3 -0.5 -0.2
H -0.4 -0.3 -0.3
H 0.0 0.0 0.0
H 0.0 -0.2 -0.1
H 0.1 0.1 0.0

Output
- Structure (SMILES): O=C1c2ccccc2C(=O)c2ccccc21.O=C1c2ccccc2C(=O)c2ccccc21.CCCCCCCCBP(C)C
- Total charge: 0
- HOMO level: -8.332 eV
- Orbital gap: 7.31 eV
- DFT total energy: -2139.19372 hartree
- LUMO energy: -1.0 eV

No. 4
The following is a DFT calculation (ωB97M-V/def2-TZVPD) of a structure of composition C2H8N4O.

Geometry (Å):
O: -1.610 1.273 -0.610
N: 1.076 -0.705 0.761
N: -0.379 1.704 -0.084
N: 1.032 -0.323 -0.528
N: 0.123 -0.991 -1.333
C: -0.364 1.493 1.247
C: -0.072 -2.230 -1.138
H: 0.317 2.158 1.770
H: 1.977 -0.388 1.122
H: 0.685 0.762 -0.601
H: 0.408 -2.796 -0.342
H: -0.760 -2.729 -1.808
H: -1.327 1.380 1.742
H: -1.433 1.129 -1.550
H: 0.327 0.264 1.351

Forces on the atoms, in the same order (eV/Å):
O 0.4 0.0 0.3
N -0.8 1.1 0.9
N -0.4 -0.2 0.8
N -0.2 1.2 -0.2
N -0.2 -0.3 -0.2
C -0.3 1.2 -1.1
C 0.0 0.2 0.1
H 0.3 -0.2 0.0
H 0.0 0.0 -0.1
H 0.5 -1.1 0.0
H 0.0 0.1 0.0
H 0.0 0.0 0.0
H 0.1 -0.5 -0.1
H 0.0 0.0 0.1
H 0.6 -1.5 -0.6

Output
- Total charge: 0
- ΔE to the lowest compared entry with this formula, charge and spin: 7.0827 eV
- HOMO level: -8.738 eV
- Orbital gap: 8.64 eV
- DFT total energy: -375.04631 hartree
- LUMO energy: -0.1 eV

No. 5
The following is a DFT calculation (ωB97M-V/def2-TZVPD) of the molecule C4H9NO.

Geometry (Å):
O: 2.641 -0.170 0.240
N: 0.189 0.757 -0.848
C: -2.034 0.549 0.280
C: 0.435 -0.525 -0.196
C: -0.952 -0.108 -0.537
C: 1.441 -0.547 0.925
H: -1.601 1.192 1.049
H: 2.417 0.630 -0.268
H: -2.731 -0.161 0.735
H: -2.608 1.192 -0.400
H: -1.345 -0.706 -1.365
H: 1.286 0.053 1.829
H: 1.540 -1.590 1.253
H: 0.468 0.695 -1.819
H: 0.856 -1.260 -0.879

Forces on the atoms, in the same order (eV/Å):
O 0.1 0.2 0.5
N 0.1 0.1 -0.4
C 0.1 0.0 0.1
C 0.2 -0.3 -0.1
C -0.2 0.0 0.0
C -0.1 -0.1 0.0
H 0.0 -0.1 0.0
H 0.1 -0.3 0.4
H 0.2 0.0 0.0
H 0.1 -0.1 0.2
H 0.0 0.2 0.1
H -0.3 0.2 -0.3
H 0.3 0.2 -0.1
H -0.2 0.1 -0.1
H -0.5 -0.2 -0.2

Output
- Structure (SMILES): C[C@H]1N[C@H]1CO
- Total charge: 0
- ΔE to the lowest compared entry with this formula, charge and spin: 2.4580 eV
- HOMO level: -9.862 eV
- Orbital gap: 10.87 eV
- DFT total energy: -287.74212 hartree
- LUMO energy: 1.0 eV